(1)
{
  "formula": "C3H6O2S",
  "method": "wB97M-V/def2-TZVPD",
  "elements": ["C", "O", "C", "O", "S", "C", "H", "H", "H", "H", "H", "H"],
  "positions_angstrom": [[-0.591, 2.411, -0.037], [0.248, 1.294, -0.450], [-0.154, 0.112, 0.082], [-0.919, -0.207, 0.945], [0.695, -0.887, -1.210], [0.691, -2.450, -0.167], [0.017, 3.259, -0.597], [-1.622, 2.207, 0.059], [-0.365, 2.556, 0.947], [-0.319, -2.761, 0.514], [0.922, -3.240, -0.824], [1.396, -2.295, 0.738]],
  "gap_ev": 9.9694,
  "smiles": "COC(=O)SC",
  "spin_multiplicity": 1,
  "charge": 0
}

***

(2)
{
  "formula": "C2HCl3O2S",
  "method": "wB97M-V/def2-TZVPD",
  "elements": ["O", "S", "O", "C", "C", "Cl", "Cl", "Cl", "H"],
  "positions_angstrom": [[2.173, 1.586, -0.093], [0.754, 1.351, 0.100], [-0.054, 2.370, 0.695], [0.484, -0.305, 0.026], [-0.901, -0.817, -0.076], [-1.455, -0.616, -1.740], [-0.572, -2.567, 0.255], [-1.937, -0.141, 1.160], [1.508, -0.861, -0.327]],
  "gap_ev": 8.8304,
  "smiles": "O=S(=O)=CC(Cl)(Cl)Cl",
  "spin_multiplicity": 1,
  "charge": 0
}

***

(3)
{
  "formula": "C7H3CuF5N2O2",
  "method": "wB97M-V/def2-TZVPD",
  "elements": ["Cu", "N", "N", "C", "O", "O", "H", "H", "H", "F", "C", "C", "C", "F", "C", "F", "C", "F", "C", "F"],
  "positions_angstrom": [[0.498, -0.892, -0.658], [2.410, 0.088, -1.034], [2.856, -0.558, -2.185], [2.398, -1.829, -2.419], [2.999, -2.495, -3.192], [1.314, -2.164, -1.780], [2.265, 1.035, -1.205], [3.040, 0.011, -0.264], [3.861, -0.597, -2.337], [0.848, 0.777, 1.730], [-0.464, 0.626, 1.513], [-0.851, -0.177, 0.445], [-2.192, -0.336, 0.224], [-2.714, -1.137, -0.685], [-3.165, 0.482, 0.926], [-4.485, 0.353, 0.740], [-2.666, 1.318, 1.907], [-3.593, 1.954, 2.634], [-1.356, 1.392, 2.284], [-1.003, 2.147, 3.354]],
  "gap_ev": 7.4636,
  "spin_multiplicity": 1,
  "charge": -1
}

***

(4)
{
  "formula": "C6H18ClO6",
  "method": "wB97M-V/def2-TZVPD",
  "elements": ["Cl", "C", "O", "H", "H", "H", "H", "C", "O", "H", "H", "H", "H", "C", "O", "H", "H", "H", "H", "C", "O", "C", "O", "O", "C", "H", "H", "H", "H", "H", "H"],
  "positions_angstrom": [[-3.496, 0.852, -0.788], [0.151, 2.165, -5.122], [-1.037, 2.397, -5.913], [1.013, 1.901, -5.734], [0.346, 3.133, -4.660], [0.039, 1.445, -4.311], [-0.764, 2.800, -6.740], [0.684, 5.170, 0.825], [0.510, 3.743, 0.957], [-0.251, 5.698, 1.010], [1.433, 5.544, 1.521], [0.932, 5.436, -0.203], [-0.238, 3.405, 0.460], [-5.395, 3.432, 4.251], [-6.136, 2.946, 3.189], [-6.000, 4.143, 4.813], [-5.179, 2.602, 4.925], [-4.528, 3.940, 3.829], [-5.544, 2.567, 2.535], [0.952, -4.662, -0.942], [1.692, -4.731, 0.256], [2.854, -5.345, 0.284], [3.443, -5.765, -0.709], [3.229, -5.436, 1.628], [4.554, -5.837, 1.970], [1.428, -4.353, -1.873], [0.216, -3.897, -0.697], [0.421, -5.614, -0.965], [5.017, -6.403, 1.161], [4.544, -6.367, 2.922], [5.110, -4.911, 2.122]],
  "gap_ev": 6.0832,
  "spin_multiplicity": 1,
  "charge": -1
}

***

(5)
{
  "formula": "C5H33N2O9S",
  "method": "wB97M-V/def2-TZVPD",
  "elements": ["N", "C", "C", "C", "S", "C", "N", "C", "H", "H", "H", "H", "H", "H", "H", "H", "H", "H", "H", "H", "H", "H", "H", "H", "H", "O", "H", "H", "O", "H", "H", "O", "H", "H", "O", "H", "H", "O", "H", "H", "O", "H", "H", "O", "H", "H", "O", "H", "H", "O"],
  "positions_angstrom": [[1.594, -0.206, -0.638], [0.264, -0.181, 0.202], [0.695, 0.093, 1.642], [-0.511, 0.218, 2.528], [-1.523, 1.719, 2.194], [-0.374, -1.563, 0.021], [-1.520, -1.324, -0.920], [-1.748, -2.250, -2.010], [2.267, -0.919, -0.352], [1.315, -0.320, -1.618], [1.970, 0.737, -0.551], [-0.223, 0.584, -0.381], [1.317, 0.992, 1.616], [1.306, -0.762, 1.935], [-1.155, -0.653, 2.588], [-0.300, 0.300, 3.610], [-0.766, 2.399, 1.317], [0.163, -2.335, -0.530], [-0.708, -2.013, 0.964], [-1.241, 0.443, -2.230], [-0.775, -2.565, -2.428], [-2.213, -1.714, -2.848], [-2.135, -3.262, -1.826], [1.858, -2.532, 3.402], [2.327, -3.896, 3.584], [2.694, -3.001, 3.536], [-3.526, 0.085, 1.960], [-4.591, -0.970, 2.419], [-3.691, -0.852, 2.103], [4.387, -2.555, 0.648], [3.336, -2.713, 1.677], [3.451, -2.353, 0.775], [1.651, -0.480, -4.122], [0.305, 0.343, -3.757], [0.897, -0.389, -3.534], [0.251, 2.444, -1.938], [0.877, 3.087, -0.714], [0.878, 2.253, -1.230], [-1.851, 0.660, -3.541], [-2.382, -1.232, -0.385], [-1.251, 1.117, -2.946], [-0.131, 4.801, 0.443], [1.152, 4.699, 1.253], [0.675, 4.274, 0.537], [1.718, -3.894, -1.786], [2.588, -3.126, -0.630], [2.017, -3.065, -1.411], [-1.711, 2.901, -2.430], [-1.884, 4.417, -2.386], [-1.883, 3.639, -1.818]],
  "gap_ev": 9.4235,
  "spin_multiplicity": 1,
  "charge": 1
}

***

Please write out number 3 again, unchanged.
{
  "formula": "C7H3CuF5N2O2",
  "method": "wB97M-V/def2-TZVPD",
  "elements": ["Cu", "N", "N", "C", "O", "O", "H", "H", "H", "F", "C", "C", "C", "F", "C", "F", "C", "F", "C", "F"],
  "positions_angstrom": [[0.498, -0.892, -0.658], [2.410, 0.088, -1.034], [2.856, -0.558, -2.185], [2.398, -1.829, -2.419], [2.999, -2.495, -3.192], [1.314, -2.164, -1.780], [2.265, 1.035, -1.205], [3.040, 0.011, -0.264], [3.861, -0.597, -2.337], [0.848, 0.777, 1.730], [-0.464, 0.626, 1.513], [-0.851, -0.177, 0.445], [-2.192, -0.336, 0.224], [-2.714, -1.137, -0.685], [-3.165, 0.482, 0.926], [-4.485, 0.353, 0.740], [-2.666, 1.318, 1.907], [-3.593, 1.954, 2.634], [-1.356, 1.392, 2.284], [-1.003, 2.147, 3.354]],
  "gap_ev": 7.4636,
  "spin_multiplicity": 1,
  "charge": -1
}